Here is an isolated ion of composition C7H10N5S and charge +1 at a distorted geometry from OMol25. Energies are from ωB97M-V/def2-TZVPD.

Geometry (Å):
N1 0.24818 1.37063 1.55246
C1 -0.01874 0.63870 0.36193
C2 1.58313 0.01269 -0.13088
N2 1.87622 -1.24865 0.02977
C3 3.16195 -1.52602 0.00286
C4 3.93403 -0.44028 -0.27909
S1 2.94254 1.00005 -0.41247
C5 -0.55276 1.74353 -0.76615
C6 -2.03272 1.50245 -0.78278
N3 -2.57325 0.34580 -0.67787
C7 -1.89387 -0.70394 -0.20608
N4 -2.39118 -1.92968 -0.36926
N5 -0.73710 -0.55284 0.36723
H1 0.83636 1.04289 2.28760
H2 -0.57100 1.90268 1.84715
H3 3.54177 -2.58911 -0.01324
H4 4.97193 -0.19398 -0.47427
H5 -0.18370 1.51192 -1.79275
H6 -0.25740 2.84787 -0.56137
H7 -2.55696 2.42115 -0.97698
H8 -3.21184 -2.09125 -0.97264
H9 -1.78843 -2.72222 -0.28912
H10 -0.13458 -1.34442 0.39655

Forces on the atoms, in the same order (eV/Å):
N -1.6 0.6 -0.8
C 5.7 2.6 -2.7
C -2.1 0.9 1.2
N -3.7 0.6 0.7
C 2.9 -1.3 -1.4
C 0.2 1.9 -0.3
S 0.1 -1.0 0.3
C 0.5 -1.0 1.3
C 1.4 0.1 -0.6
N -2.0 1.7 0.3
C 0.1 -1.1 -1.1
N -0.9 0.2 -1.0
N -0.7 -0.6 0.6
H 0.1 -0.6 0.2
H 0.6 -0.2 0.3
H -0.6 1.4 0.4
H 0.0 -0.9 0.2
H -0.1 -0.1 0.7
H -0.5 -2.1 0.1
H -1.2 -0.2 -0.2
H 0.6 0.6 0.7
H 0.3 -0.3 0.3
H 0.8 -1.2 0.6

Properties
SMILES string: N[C@]1(c2nccs2)CC=NC(=[NH2+])N1
LUMO energy: -4.6 eV
Net charge: +1
Energy above the lowest of the compared OMol25 structures with the same formula, charge and spin: 70.31 kJ/mol
Electronic energy: -25699.2706 eV
Frontier orbital gap: 8.10 eV